(1)
C5H8NO2 | ωB97M-V with the def2-TZVPD basis set

The geometry in XYZ format:
```
16
Properties=species:S:1:pos:R:3
O -1.51 -0.71 2.26
C -1.97 0.04 1.37
O -2.26 1.25 1.34
C 1.55 -1.11 -1.18
C 0.73 -0.10 -0.32
C 0.65 1.25 -0.64
C 0.97 1.82 -1.89
N 1.95 -2.38 -0.81
H 0.92 -1.06 -2.14
H 0.35 -0.35 0.69
H 2.37 -0.45 -1.47
H 0.15 2.05 -0.07
H 1.75 1.48 -2.57
H 0.44 2.75 -2.04
H 1.11 -2.88 -0.52
H -2.08 -0.41 0.31
```

As for the molecular weight: 114.12 g/mol. As for the total charge: -1. The LUMO energy is 0.8 eV.

(2)
C5H8NO2 | ωB97M-V with the def2-TZVPD basis set

The geometry in XYZ format:
```
16
Properties=species:S:1:pos:R:3
C 0.07 2.06 0.08
C -0.85 1.26 1.72
C 0.72 -0.93 -1.25
C -0.70 0.79 0.36
C 0.55 -2.45 -1.26
N -0.03 -0.40 -0.09
O -0.32 -1.31 0.82
O -0.20 2.53 1.41
H 1.09 1.92 -0.29
H -0.39 2.76 -0.58
H -1.79 1.63 2.11
H -0.38 0.76 2.61
H 0.59 -0.36 -2.13
H 0.94 -2.74 -2.16
H -0.44 -2.63 -0.94
H 1.16 -2.88 -0.41
```

As for the molecular weight: 114.12 g/mol. As for the total charge: -1. The LUMO energy is 4.2 eV.

Least stable = (2)

(1)
C6H35NO12 | ωB97M-V with the def2-TZVPD basis set

The geometry in XYZ format:
```
54
Properties=species:S:1:pos:R:3
C -0.21 -0.79 2.50
N -0.88 0.18 1.60
C -2.31 0.46 1.99
C -2.98 0.66 0.69
C -2.42 1.80 -0.13
O -2.96 2.05 -1.22
C -0.06 -0.45 3.94
C 1.16 0.42 4.48
H 0.69 -1.03 2.02
H -0.89 -1.64 2.36
H -0.46 1.12 1.76
H -2.55 -0.53 2.40
H -2.52 1.02 2.87
H -2.95 -0.21 -0.01
H -4.13 0.81 0.74
H -1.48 2.31 0.17
H -1.01 -0.01 4.54
H 0.22 -1.38 4.54
H 1.96 -0.17 4.76
H 1.85 0.85 3.72
H 0.77 1.16 5.09
H 1.98 -2.38 -1.21
H 3.07 -1.40 -1.40
O 2.56 -2.00 -1.86
H -2.47 0.61 -3.09
H -3.89 0.46 -2.58
O -3.21 -0.18 -2.84
H 1.18 3.23 0.66
H 1.71 1.92 0.32
O 0.95 2.28 0.76
H 1.38 0.93 -2.96
H 1.29 2.12 -2.02
O 1.78 1.47 -2.40
H -3.40 -1.34 -1.60
H -3.55 -2.77 -0.82
O -3.49 -1.81 -0.76
H 1.55 -3.93 1.30
H 0.98 -4.33 -0.01
O 0.81 -3.82 0.73
H 0.14 -1.17 -2.14
H 1.22 -1.37 -3.26
O 0.29 -1.01 -3.07
H 4.82 0.62 -2.14
H 3.43 0.79 -1.87
O 4.19 0.29 -1.63
H -0.78 -0.64 -0.21
H -1.31 -1.87 -0.82
O -0.42 -1.52 -0.63
H 3.85 2.92 -0.76
H 4.40 1.59 -0.23
O 4.48 2.50 -0.06
H -0.73 0.34 -3.82
H -0.91 1.59 -4.64
O -0.74 1.23 -3.75
```

As for the molecular weight: 313.34 g/mol. The SMILES is CCCNCCC=O.O.O.O.O.O.O.O.O.O.O.O. The LUMO energy is 0.2 eV.

(2)
C6H35NO12 | ωB97M-V with the def2-TZVPD basis set

The geometry in XYZ format:
```
54
Properties=species:S:1:pos:R:3
C 3.72 -2.18 0.00
C 2.96 -1.23 0.88
C 1.45 -0.84 0.33
C 1.48 0.06 -0.78
C 0.25 0.47 -1.32
N 0.29 1.07 -2.55
C -0.79 1.67 -3.10
H 4.64 -2.51 0.46
H 2.89 -3.07 -0.14
H 4.01 -1.74 -0.98
H 2.62 -1.71 1.83
H 3.55 -0.27 1.00
H 1.17 -1.84 0.07
H 0.78 -0.63 1.14
H 2.31 0.53 -1.21
H -0.72 0.19 -0.99
H -1.77 1.60 -2.60
H -0.75 2.09 -4.16
H -3.98 0.95 1.10
H -3.19 -0.39 0.55
O -3.81 0.26 0.42
H 3.77 2.39 1.03
H 2.97 1.53 2.07
O 2.90 2.14 1.35
H -2.10 2.99 0.84
H -2.81 4.12 1.48
O -2.83 3.23 1.43
H -3.85 0.96 -1.11
H -4.49 0.28 -2.32
O -3.81 1.02 -2.07
H 0.60 -5.15 0.84
H -0.20 -3.81 0.59
O 0.45 -4.15 1.09
H -3.77 -1.95 -1.60
H -3.35 -3.62 -1.33
O -3.80 -2.82 -0.90
H -2.62 -0.17 -2.49
H -1.20 -0.92 -2.68
O -2.18 -0.98 -2.43
H 4.28 0.83 -2.80
H 3.78 2.03 -2.53
O 4.47 1.59 -2.34
H 1.26 3.50 0.99
H 0.73 3.02 -0.20
O 0.39 3.50 0.54
H 0.75 0.12 3.47
H 2.21 0.73 3.60
O 1.33 0.82 3.34
H -2.61 -2.36 0.25
H -1.59 -1.65 -0.74
O -1.65 -2.04 0.11
H -1.51 0.11 3.91
H -1.24 1.52 4.12
O -1.38 0.68 4.56
```

As for the molecular weight: 313.34 g/mol. The LUMO energy is 0.1 eV.

Least stable = (2)